{"formula": "C9H16P", "method": "the ωB97M-V functional and the def2-TZVPD basis", "elements": ["C", "C", "C", "C", "C", "C", "C", "C", "C", "P", "H", "H", "H", "H", "H", "H", "H", "H", "H", "H", "H", "H", "H", "H", "H", "H"], "positions_angstrom": [[0.656008, -1.803961, -0.588818], [0.664069, -1.671076, 0.739484], [2.110107, 0.640312, 0.047024], [1.356452, 0.517429, -1.287816], [1.233044, 0.709231, 1.332626], [0.238277, -0.550651, -1.318714], [0.195850, -0.337337, 1.154394], [-1.530475, 1.780547, -0.211234], [-2.485942, -0.988627, -0.026709], [-1.019596, 0.052727, -0.096398], [1.007522, -2.669324, -1.123192], [1.033259, -2.396361, 1.443236], [2.779951, -0.213883, 0.151249], [2.727974, 1.538669, 0.008177], [0.925423, 1.478615, -1.571531], [2.093389, 0.264454, -2.053411], [1.873684, 0.506479, 2.190480], [0.788922, 1.696333, 1.459950], [-0.116225, -0.725867, -2.334597], [-1.236039, -0.634946, 2.775479], [-0.680110, 2.442389, -0.369645], [-2.025489, 2.045270, 0.725656], [-2.236718, 1.891218, -1.035757], [-3.142978, -0.584444, 0.746047], [-2.209698, -2.010273, 0.232852], [-3.000650, -0.976932, -0.988841]], "forces_ev_per_angstrom": [[0.0, -0.1, 0.0], [-0.3, 0.2, 0.1], [0.2, 0.3, -0.1], [0.2, 0.1, 0.0], [0.1, 0.0, -0.1], [-0.4, 0.2, -0.1], [0.3, 0.2, -0.7], [0.2, -0.3, 0.0], [0.1, 0.1, 0.1], [0.3, -0.3, -0.3], [0.0, -0.2, -0.1], [0.1, -0.2, 0.1], [0.0, 0.1, 0.0], [0.1, -0.1, 0.0], [0.1, 0.0, -0.1], [-0.1, 0.0, 0.0], [0.0, 0.0, 0.1], [0.0, 0.1, 0.1], [-0.1, 0.0, 0.1], [-0.8, -0.2, 1.0], [-0.1, -0.1, 0.0], [0.0, 0.0, 0.0], [0.0, 0.0, 0.0], [0.0, -0.1, -0.1], [0.0, 0.1, 0.0], [0.0, 0.0, 0.0]], "lowdin_charge": [-0.0760, -0.0981, -0.1607, -0.1741, -0.1739, -0.3121, -0.3510, -0.1436, -0.1597, 0.9829, 0.1259, 0.1272, 0.1204, 0.1243, 0.1034, 0.1301, 0.1289, 0.1080, 0.1317, 0.1527, 0.0589, 0.0766, 0.0748, 0.0625, 0.0673, 0.0736], "homo_lumo_gap_ev": [8.73, 8.28], "e_above_lowest_kcal_mol": 0.0, "e_tot_ev": -18870.0833, "spin_multiplicity": 3, "e_homo_ev": [-11.472, -13.948], "charge": 1}


{"formula": "C9H17AlF3NO5P", "method": "the ωB97M-V functional and the def2-TZVPD basis", "elements": ["C", "N", "C", "C", "O", "C", "Al", "O", "C", "C", "C", "F", "C", "F", "F", "C", "P", "O", "O", "O", "H", "H", "H", "H", "H", "H", "H", "H", "H", "H", "H", "H", "H", "H", "H", "H", "H"], "positions_angstrom": [[-1.853214, 0.519040, -3.392168], [-0.863976, 0.366496, -2.313297], [0.325369, 1.142325, -2.732014], [-1.415090, 0.919324, -1.081944], [-1.963290, 1.988130, -1.137632], [-1.372031, 0.196373, 0.231099], [0.458930, 0.060209, 1.130657], [1.888019, 0.381015, 0.046544], [0.623033, -1.817037, 1.905729], [1.145994, -2.898117, 0.894230], [0.024683, -3.627713, 0.152709], [-1.275400, -3.299709, 0.249962], [0.318275, -4.663205, -0.595608], [1.570191, -4.859064, -0.996324], [-0.532842, -5.600363, -0.980730], [0.533342, 1.381285, 2.699922], [0.465996, 3.077995, 2.108782], [0.289646, 3.161171, 0.638782], [1.838796, 3.917804, 2.453776], [-0.789869, 3.908857, 2.768688], [-1.474452, 0.038009, -4.311009], [-2.077624, 1.582435, -3.619328], [-2.818323, 0.040704, -3.148566], [0.218749, 2.203423, -2.434087], [1.222517, 0.710348, -2.263645], [0.489848, 1.098786, -3.823899], [-2.036144, 0.737829, 0.928569], [-1.757026, -0.836126, 0.125831], [2.101803, -0.409046, -0.467341], [1.298346, -1.801287, 2.781317], [-0.396042, -2.139402, 2.202122], [1.879334, -2.503036, 0.169895], [1.652432, -3.676424, 1.496613], [-0.250171, 1.136216, 3.440110], [1.509057, 1.234122, 3.206735], [2.327886, 4.050206, 1.628578], [-1.306751, 4.278426, 2.036942]], "forces_ev_per_angstrom": [[-0.5, 0.0, -0.2], [0.1, -0.3, -0.8], [0.7, 0.0, 0.4], [-0.5, -0.2, 1.2], [-0.5, 1.1, -0.4], [0.2, -0.4, -0.7], [0.5, 0.2, -0.6], [-0.6, -0.6, 0.5], [-0.2, 0.0, -0.7], [-0.6, 0.3, 0.7], [0.8, 0.6, 0.0], [0.0, 0.0, 0.7], [-0.1, 0.1, 0.1], [0.0, -0.9, 0.1], [0.1, -0.1, -0.7], [0.5, 0.7, 0.8], [-0.4, 0.0, -1.7], [0.1, -0.1, -0.1], [-0.6, -0.5, 0.8], [0.8, -0.5, 0.6], [0.0, 0.1, 0.4], [0.2, -0.4, 0.1], [0.4, 0.1, 0.1], [0.1, -0.4, -0.2], [-0.3, 0.4, 0.0], [-0.4, -0.1, 0.4], [0.3, -0.1, -0.4], [0.3, 0.3, -0.1], [0.0, 0.3, 0.1], [-0.4, -0.1, -0.2], [0.5, 0.2, 0.3], [-0.3, -0.1, 0.3], [0.0, 0.2, -0.5], [0.2, 0.3, -0.3], [-0.4, 0.1, -0.2], [-0.4, -0.1, 0.0], [0.3, -0.2, 0.0]], "lowdin_charge": [-0.1316, -0.1656, -0.0910, -0.5356, 0.0449, -0.0974, 0.2193, -0.2062, -0.2031, -0.1865, -0.2123, 0.0721, -0.3417, 0.1176, 0.1282, -0.2481, 0.4228, -0.3215, -0.1788, -0.1765, 0.0744, 0.0811, 0.0826, 0.0958, 0.0614, 0.0750, 0.0704, 0.0542, -0.0129, 0.0480, 0.0506, 0.0959, 0.1071, 0.0357, 0.0332, 0.0690, 0.0695], "homo_lumo_gap_ev": 8.15, "e_tot_ev": -45379.5086, "spin_multiplicity": 1, "e_homo_ev": -5.169, "charge": -1}


{"formula": "C9H17BN2O5", "method": "the ωB97M-V functional and the def2-TZVPD basis", "elements": ["O", "C", "C", "C", "C", "O", "C", "N", "N", "C", "C", "O", "C", "C", "B", "O", "O", "H", "H", "H", "H", "H", "H", "H", "H", "H", "H", "H", "H", "H", "H", "H", "H", "H"], "positions_angstrom": [[1.275800, -0.064774, 1.156167], [0.520139, -0.153699, 0.186493], [0.941178, -1.157758, -0.868832], [1.136723, -2.584280, -0.297484], [2.677326, -2.690711, -0.142548], [3.081095, -2.378921, 1.205034], [3.250607, -1.684746, -1.181410], [2.202315, -0.674242, -1.462005], [-0.632451, 0.594286, 0.001119], [-1.323106, 0.719772, -1.338635], [-2.477658, 1.698569, -1.049052], [-2.600095, 2.615716, -2.142974], [-2.144205, 2.474854, 0.246528], [-1.038763, 1.639286, 0.942862], [-1.618920, 1.001440, 2.292200], [-2.881246, 1.376528, 2.748250], [-0.767255, 0.193251, 2.978854], [0.213245, -1.118890, -1.666830], [0.706482, -2.713809, 0.690366], [0.750928, -3.351551, -0.960049], [3.037571, -3.709587, -0.370884], [2.622609, -1.535997, 1.389338], [4.183159, -1.213756, -0.805145], [3.505815, -2.157188, -2.132711], [2.473989, 0.211906, -1.032946], [-1.714327, -0.226711, -1.703152], [-0.632115, 1.103582, -2.097904], [-3.471421, 1.201894, -0.952272], [-3.414428, 3.125170, -2.056684], [-2.984727, 2.603037, 0.956943], [-1.748236, 3.481287, 0.008673], [-0.189293, 2.206877, 1.290136], [-3.008030, 1.092030, 3.659204], [0.067296, 0.077137, 2.509352]], "forces_ev_per_angstrom": [[-0.5, 0.6, 0.8], [-1.1, 0.3, -0.6], [-0.8, 0.7, -0.7], [1.1, 0.6, -0.1], [0.4, -0.1, -0.1], [-0.5, 0.2, -0.9], [0.2, 0.1, 0.2], [0.6, -0.1, 0.7], [1.5, -1.2, -1.0], [0.0, 0.3, 1.0], [-0.9, 1.1, 0.0], [0.2, -0.3, -0.3], [1.0, 0.0, 0.3], [-1.8, -0.2, 0.7], [0.3, 0.2, 0.1], [1.1, -0.4, 0.0], [-1.2, 0.0, 0.7], [-0.3, -0.5, -0.2], [-0.2, 0.0, 0.0], [-0.1, 0.0, -0.2], [-0.1, 0.4, 0.3], [0.2, -0.2, 0.2], [-0.6, -0.3, -0.1], [0.0, -0.3, 0.1], [-0.1, -0.4, -0.1], [0.1, -0.1, 0.2], [-0.2, 0.2, 0.2], [0.9, -0.2, 0.1], [0.1, -0.2, 0.1], [0.3, -0.1, -0.8], [-0.3, -0.5, -0.2], [0.5, 0.5, -0.3], [-0.1, -0.1, 0.0], [0.5, 0.0, -0.1]], "lowdin_charge": [0.0388, -0.3617, -0.2461, -0.0448, -0.3286, -0.0499, -0.1396, 0.0006, 0.0327, -0.0359, -0.3219, -0.0447, -0.0611, -0.1399, -0.5875, 0.1477, 0.1840, 0.1087, 0.1234, 0.1143, 0.1416, 0.0632, 0.1269, 0.1033, 0.1103, 0.1205, 0.1389, 0.1566, 0.0955, 0.1113, 0.1298, 0.1486, 0.1084, 0.0566], "homo_lumo_gap_ev": 9.37, "smiles": "O=C([C@@H]1C[C@H](O)CN1)N1C[C@H](O)C[C@H]1B(O)O", "e_above_lowest_kcal_mol": 0.0, "e_tot_ev": -23505.6743, "spin_multiplicity": 1, "e_homo_ev": -8.957}


{"formula": "C9H17BrN", "method": "the ωB97M-V functional and the def2-TZVPD basis", "elements": ["C", "C", "C", "C", "C", "C", "C", "C", "C", "N", "Br", "H", "H", "H", "H", "H", "H", "H", "H", "H", "H", "H", "H", "H", "H", "H", "H", "H"], "positions_angstrom": [[0.550904, 0.957309, 1.799261], [0.557978, 1.994362, 0.711025], [0.614369, -0.518104, 1.441951], [-0.801488, -0.795035, -0.649480], [-0.256016, 1.701559, -0.490366], [1.609577, -0.438614, -0.842875], [0.559515, -1.107376, -0.000289], [0.894856, -2.589687, -0.007507], [-2.385381, 0.884713, -1.468181], [-1.269720, 0.587343, -0.474851], [3.196799, 0.071794, -0.142903], [1.484497, 1.088351, 2.465012], [-0.422819, 1.093782, 2.254762], [0.190026, 3.008218, 1.147854], [1.448058, 2.308989, 0.357852], [1.504416, -0.862540, 1.903850], [-0.266831, -1.015366, 1.921014], [-0.700129, -1.022722, -1.757888], [-1.527517, -1.445550, -0.160473], [-0.179624, 2.255856, -1.441163], [1.604819, -0.688589, -1.978347], [2.013096, -2.939734, 0.145313], [0.729212, -3.065914, -1.085150], [0.371002, -3.182897, 0.762749], [-3.262834, 1.310777, -0.896953], [-2.008745, 1.789617, -1.949124], [-2.495126, -0.056767, -1.996273], [-1.752888, 0.676235, 0.431176]], "forces_ev_per_angstrom": [[1.1, 0.2, 0.2], [-3.5, 1.6, 0.7], [-1.6, -1.7, -0.4], [1.3, -2.0, -0.7], [0.4, -1.2, -0.7], [-1.3, -0.2, -2.8], [1.3, 1.9, 0.3], [1.3, -3.0, -1.6], [0.0, 1.4, 1.4], [-0.4, 2.1, 0.8], [0.9, 0.2, 0.2], [-2.1, 0.5, -0.6], [0.3, 0.2, 1.1], [0.2, -1.4, -0.3], [3.5, 0.5, -1.1], [0.6, -0.9, 0.3], [0.9, 0.2, 0.1], [-0.4, 0.4, 1.3], [-0.3, 0.0, -0.4], [-0.1, -0.5, 0.7], [0.2, 0.6, 2.1], [-1.9, 1.6, 0.0], [-0.2, 1.0, 2.2], [-0.2, 0.3, -0.5], [0.6, -1.2, -0.7], [-0.3, -0.7, -1.1], [-0.7, 0.6, -0.5], [0.6, -0.4, -0.1]], "lowdin_charge": [-0.1899, -0.2335, -0.1924, -0.1028, 0.0195, -0.5737, -0.6067, -0.0610, 0.0525, -0.1301, 0.9100, 0.1563, 0.1078, 0.1641, 0.0448, 0.0823, 0.1371, 0.1606, 0.1530, 0.1339, 0.1092, 0.1308, 0.1332, 0.0901, 0.1342, 0.0903, 0.0998, 0.1803], "homo_lumo_gap_ev": [7.46, 9.03], "e_above_lowest_kcal_mol": 65.7, "e_tot_ev": -81130.0795, "spin_multiplicity": 1, "e_homo_ev": [-11.498, -12.526], "charge": 1}


Repeat the fourth record exactly.
{"formula": "C9H17BrN", "method": "the ωB97M-V functional and the def2-TZVPD basis", "elements": ["C", "C", "C", "C", "C", "C", "C", "C", "C", "N", "Br", "H", "H", "H", "H", "H", "H", "H", "H", "H", "H", "H", "H", "H", "H", "H", "H", "H"], "positions_angstrom": [[0.550904, 0.957309, 1.799261], [0.557978, 1.994362, 0.711025], [0.614369, -0.518104, 1.441951], [-0.801488, -0.795035, -0.649480], [-0.256016, 1.701559, -0.490366], [1.609577, -0.438614, -0.842875], [0.559515, -1.107376, -0.000289], [0.894856, -2.589687, -0.007507], [-2.385381, 0.884713, -1.468181], [-1.269720, 0.587343, -0.474851], [3.196799, 0.071794, -0.142903], [1.484497, 1.088351, 2.465012], [-0.422819, 1.093782, 2.254762], [0.190026, 3.008218, 1.147854], [1.448058, 2.308989, 0.357852], [1.504416, -0.862540, 1.903850], [-0.266831, -1.015366, 1.921014], [-0.700129, -1.022722, -1.757888], [-1.527517, -1.445550, -0.160473], [-0.179624, 2.255856, -1.441163], [1.604819, -0.688589, -1.978347], [2.013096, -2.939734, 0.145313], [0.729212, -3.065914, -1.085150], [0.371002, -3.182897, 0.762749], [-3.262834, 1.310777, -0.896953], [-2.008745, 1.789617, -1.949124], [-2.495126, -0.056767, -1.996273], [-1.752888, 0.676235, 0.431176]], "forces_ev_per_angstrom": [[1.1, 0.2, 0.2], [-3.5, 1.6, 0.7], [-1.6, -1.7, -0.4], [1.3, -2.0, -0.7], [0.4, -1.2, -0.7], [-1.3, -0.2, -2.8], [1.3, 1.9, 0.3], [1.3, -3.0, -1.6], [0.0, 1.4, 1.4], [-0.4, 2.1, 0.8], [0.9, 0.2, 0.2], [-2.1, 0.5, -0.6], [0.3, 0.2, 1.1], [0.2, -1.4, -0.3], [3.5, 0.5, -1.1], [0.6, -0.9, 0.3], [0.9, 0.2, 0.1], [-0.4, 0.4, 1.3], [-0.3, 0.0, -0.4], [-0.1, -0.5, 0.7], [0.2, 0.6, 2.1], [-1.9, 1.6, 0.0], [-0.2, 1.0, 2.2], [-0.2, 0.3, -0.5], [0.6, -1.2, -0.7], [-0.3, -0.7, -1.1], [-0.7, 0.6, -0.5], [0.6, -0.4, -0.1]], "lowdin_charge": [-0.1899, -0.2335, -0.1924, -0.1028, 0.0195, -0.5737, -0.6067, -0.0610, 0.0525, -0.1301, 0.9100, 0.1563, 0.1078, 0.1641, 0.0448, 0.0823, 0.1371, 0.1606, 0.1530, 0.1339, 0.1092, 0.1308, 0.1332, 0.0901, 0.1342, 0.0903, 0.0998, 0.1803], "homo_lumo_gap_ev": [7.46, 9.03], "e_above_lowest_kcal_mol": 65.7, "e_tot_ev": -81130.0795, "spin_multiplicity": 1, "e_homo_ev": [-11.498, -12.526], "charge": 1}


Copy entry 4 word for word.
{"formula": "C9H17BrN", "method": "the ωB97M-V functional and the def2-TZVPD basis", "elements": ["C", "C", "C", "C", "C", "C", "C", "C", "C", "N", "Br", "H", "H", "H", "H", "H", "H", "H", "H", "H", "H", "H", "H", "H", "H", "H", "H", "H"], "positions_angstrom": [[0.550904, 0.957309, 1.799261], [0.557978, 1.994362, 0.711025], [0.614369, -0.518104, 1.441951], [-0.801488, -0.795035, -0.649480], [-0.256016, 1.701559, -0.490366], [1.609577, -0.438614, -0.842875], [0.559515, -1.107376, -0.000289], [0.894856, -2.589687, -0.007507], [-2.385381, 0.884713, -1.468181], [-1.269720, 0.587343, -0.474851], [3.196799, 0.071794, -0.142903], [1.484497, 1.088351, 2.465012], [-0.422819, 1.093782, 2.254762], [0.190026, 3.008218, 1.147854], [1.448058, 2.308989, 0.357852], [1.504416, -0.862540, 1.903850], [-0.266831, -1.015366, 1.921014], [-0.700129, -1.022722, -1.757888], [-1.527517, -1.445550, -0.160473], [-0.179624, 2.255856, -1.441163], [1.604819, -0.688589, -1.978347], [2.013096, -2.939734, 0.145313], [0.729212, -3.065914, -1.085150], [0.371002, -3.182897, 0.762749], [-3.262834, 1.310777, -0.896953], [-2.008745, 1.789617, -1.949124], [-2.495126, -0.056767, -1.996273], [-1.752888, 0.676235, 0.431176]], "forces_ev_per_angstrom": [[1.1, 0.2, 0.2], [-3.5, 1.6, 0.7], [-1.6, -1.7, -0.4], [1.3, -2.0, -0.7], [0.4, -1.2, -0.7], [-1.3, -0.2, -2.8], [1.3, 1.9, 0.3], [1.3, -3.0, -1.6], [0.0, 1.4, 1.4], [-0.4, 2.1, 0.8], [0.9, 0.2, 0.2], [-2.1, 0.5, -0.6], [0.3, 0.2, 1.1], [0.2, -1.4, -0.3], [3.5, 0.5, -1.1], [0.6, -0.9, 0.3], [0.9, 0.2, 0.1], [-0.4, 0.4, 1.3], [-0.3, 0.0, -0.4], [-0.1, -0.5, 0.7], [0.2, 0.6, 2.1], [-1.9, 1.6, 0.0], [-0.2, 1.0, 2.2], [-0.2, 0.3, -0.5], [0.6, -1.2, -0.7], [-0.3, -0.7, -1.1], [-0.7, 0.6, -0.5], [0.6, -0.4, -0.1]], "lowdin_charge": [-0.1899, -0.2335, -0.1924, -0.1028, 0.0195, -0.5737, -0.6067, -0.0610, 0.0525, -0.1301, 0.9100, 0.1563, 0.1078, 0.1641, 0.0448, 0.0823, 0.1371, 0.1606, 0.1530, 0.1339, 0.1092, 0.1308, 0.1332, 0.0901, 0.1342, 0.0903, 0.0998, 0.1803], "homo_lumo_gap_ev": [7.46, 9.03], "e_above_lowest_kcal_mol": 65.7, "e_tot_ev": -81130.0795, "spin_multiplicity": 1, "e_homo_ev": [-11.498, -12.526], "charge": 1}


Q: Which formula does entry 2 have?
A: C9H17AlF3NO5P